[1]
ORCA calculation (ωB97M-V/def2-TZVPD) on an isolated ion of composition C11H17BrClFN3O3S and charge +1.

```
38
Properties=species:S:1:pos:R:3:forces:R:3:nbo_charge:R:1
C 2.906890 0.658494 1.938186 0.0 -0.2 -0.1 -0.62
C 1.458842 0.842529 2.376777 0.0 0.1 -0.1 -0.39
C 0.616449 -0.451846 2.272497 0.2 0.5 -0.1 -0.46
C 0.290588 -0.790349 0.860986 -0.1 -0.4 0.0 0.46
N -0.754073 -0.357851 0.114124 0.2 0.2 0.1 -0.31
C -1.768430 0.551184 0.713353 0.1 0.2 0.1 -0.03
Cl -3.401366 0.016406 0.320942 -0.1 -0.1 -0.1 0.03
C -1.481768 2.054583 0.469629 -0.1 0.0 0.1 -0.44
C -2.620345 2.897647 -0.093986 0.2 0.1 -0.1 -0.62
C -0.657594 -0.890129 -1.163098 -0.2 0.0 0.1 0.24
C -1.555875 -0.607473 -2.319706 0.2 -0.2 -0.3 -0.58
C -1.280913 0.754572 -2.946050 -0.4 0.6 0.1 0.51
O -2.052095 1.654926 -2.896056 0.2 -0.4 -0.1 -0.48
Br 0.409059 0.995600 -3.826144 0.1 -0.1 0.1 0.03
C 0.440642 -1.692889 -1.153620 0.3 0.4 -0.2 -0.23
S 1.025546 -2.756711 -2.429521 -0.4 -0.4 0.0 2.44
O 0.690745 -2.231679 -3.696331 0.0 -0.1 0.2 -0.85
O 0.683713 -4.075527 -2.030265 0.4 0.2 0.0 -0.86
F 2.548980 -2.568235 -2.222331 0.0 0.0 -0.1 -0.45
N 1.012601 -1.604291 0.099632 -0.2 -0.4 0.1 -0.12
N 2.154295 -2.316145 0.467778 0.2 0.0 -0.1 -0.60
H 3.450710 0.030613 2.647717 0.0 0.1 0.0 0.22
H 2.985473 0.180466 0.957704 0.0 0.1 0.0 0.20
H 3.415974 1.617816 1.864140 0.0 0.0 0.1 0.24
H 1.422758 1.191906 3.409320 0.0 -0.1 0.0 0.23
H 0.982211 1.617829 1.773332 0.0 0.0 0.0 0.21
H 1.176734 -1.274968 2.718559 -0.2 -0.1 0.1 0.23
H -0.307359 -0.313711 2.829118 0.0 -0.3 0.1 0.25
H -1.680958 0.361576 1.775494 -0.1 0.0 0.0 0.23
H -1.232781 2.469754 1.448888 0.1 0.0 0.0 0.23
H -0.581251 2.143481 -0.142185 -0.1 0.0 -0.1 0.22
H -2.247643 3.910722 -0.247869 0.0 0.0 0.1 0.24
H -3.454703 2.949749 0.602353 0.0 0.0 0.0 0.22
H -2.961848 2.540720 -1.059212 -0.1 -0.1 0.1 0.24
H -1.362290 -1.375933 -3.069669 0.0 0.1 0.0 0.29
H -2.612751 -0.636708 -2.075639 0.0 0.0 0.2 0.29
H 2.005211 -3.298860 0.256034 0.0 0.0 0.1 0.40
H 2.336621 -2.197267 1.455121 0.0 0.0 0.0 0.39
```
Positions in Å, forces in eV/Å.

SMILES string = CCCc1n([C@H](Cl)CC)c(CC(=O)Br)c(S(=O)(=O)F)[n+]1N
LUMO level = -3.2 eV
frontier orbital gap = 10.3 eV
total charge = +1



[2]
ORCA calculation (ωB97M-V/def2-TZVPD) on a 3-piece molecular cluster, C3H9O3S overall at a distorted geometry.

```
16
Properties=species:S:1:pos:R:3:forces:R:3:nbo_charge:R:1
O 1.224949 0.713189 -1.096803 -0.2 0.1 0.0 -0.59
C 1.198436 -0.449244 -1.433341 0.7 0.4 -0.1 0.48
C 0.078950 -1.064732 -2.197508 -1.3 -1.4 -0.4 -0.54
C -1.212178 -0.963833 -1.402583 -0.1 0.1 1.1 -0.50
S -1.011553 -1.785909 0.238765 -0.1 0.0 -0.3 -0.72
H 2.100308 -1.061227 -1.239310 -0.2 -0.2 0.1 0.10
H -0.060757 -0.693080 -3.212486 0.3 0.8 -0.1 0.20
H 0.219632 -2.135814 -2.367326 0.5 0.0 0.3 0.21
H -1.397917 0.082833 -1.202299 -0.2 0.5 -0.2 0.17
H -2.107504 -1.349456 -1.896290 0.3 -0.1 -0.4 0.19
H 1.303451 2.327952 3.901113 -0.1 -0.1 -0.1 0.47
H 0.770110 2.948740 2.612550 0.3 -0.1 0.4 0.50
O 1.414861 3.094136 3.331882 -0.4 0.1 -0.4 -0.96
H -0.278048 1.653760 0.347787 0.3 0.0 0.4 0.48
H -1.372363 0.875892 0.941304 0.2 -0.4 0.6 0.49
O -0.725103 1.552945 1.205375 -0.2 0.3 -0.8 -0.98
```
Positions in Å, forces in eV/Å.

LUMO level = 3.8 eV
frontier orbital gap = 6.7 eV
total charge = -1



Sequential HOMO output: -13.48; -2.90 eV